An isolated molecule of C13H18N2O3S. Source: OMol25; level of theory: the ωB97M-V functional and the def2-TZVPD basis.

Structure (XYZ):
```
37
Properties=species:S:1:pos:R:3
C 6.21253 0.90918 -0.31672
H 6.07562 1.48959 -1.23148
H 6.26145 1.59536 0.53123
H 7.11744 0.31027 -0.37606
O 5.14517 -0.01202 -0.14883
C 3.92321 0.53956 -0.05431
O 3.69071 1.72441 -0.10672
N 2.97085 -0.41427 0.10746
C 1.64425 -0.09962 0.25198
C 0.61419 -1.00960 0.36978
C -0.64961 -0.35635 0.57553
C -0.54226 1.00048 0.53660
S 1.10852 1.53030 0.27472
C -1.52801 2.11623 0.72056
H -1.34848 2.55304 1.70977
H -1.27502 2.89018 -0.01039
C -3.02552 1.82346 0.60951
C -3.49480 1.33828 -0.76087
H -4.57345 1.16797 -0.70329
H -3.32886 2.13474 -1.49066
C -2.82403 0.07216 -1.29160
H -1.78315 0.28505 -1.53634
C -2.88688 -1.13708 -0.35751
H -2.64562 -2.02075 -0.95707
H -3.91052 -1.26845 -0.00104
C -1.94056 -1.06854 0.85948
H -2.43566 -0.55246 1.67997
H -1.73089 -2.07717 1.21789
H -3.32700 -0.19670 -2.22466
H -3.33858 1.12374 1.38076
H -3.54424 2.76418 0.81697
C 0.93311 -2.43839 0.24535
O 2.06317 -2.87750 0.43588
N -0.06909 -3.27204 -0.12574
H -0.91962 -2.92064 -0.52528
H 0.18094 -4.23282 -0.29606
H 3.18071 -1.41377 0.19120
```

energy above the lowest of the compared OMol25 structures with the same formula, charge and spin: 15.5 kJ/mol
LUMO: 0.79 eV
max |F|: 0.83 eV/Å
gap between HOMO and LUMO: 8.59 eV
total energy: -1239.6506 Eh
HOMO level: -7.80 eV

An isolated molecule of C13H18N2O4. Source: OMol25; level of theory: the ωB97M-V functional and the def2-TZVPD basis.

Structure (XYZ):
```
37
Properties=species:S:1:pos:R:3
C 0.97853 2.99996 -2.51054
C 1.79346 2.40165 -1.38009
H 2.85147 2.31308 -1.65307
H 1.72231 3.00446 -0.46887
O 1.28556 1.09296 -1.10541
C 1.54797 0.57836 0.08707
O 2.25748 1.11082 0.90216
C 0.86284 -0.77576 0.27823
C -0.66895 -0.60533 0.34554
O -1.38058 -1.48379 0.76312
O -1.08431 0.55855 -0.09623
C -2.50191 0.77919 -0.04822
C -2.79305 2.12786 -0.67417
H -3.85915 2.32735 -0.62254
H -2.25949 2.90976 -0.14017
H -2.48239 2.13014 -1.71569
H -2.80927 0.74283 1.00225
H -2.99305 -0.03391 -0.59269
C 1.28905 -1.45564 1.59278
H 0.69677 -2.36783 1.69394
H 2.34524 -1.72637 1.53342
C 1.09531 -0.59498 2.85216
C -0.17839 0.07065 2.92832
N -1.16488 0.64137 3.02719
H 1.86007 0.18597 2.88388
H 1.20233 -1.22678 3.73885
C 1.21619 -1.67568 -0.93473
H 1.32566 -1.04193 -1.81681
H 2.17963 -2.15159 -0.73564
C 0.18095 -2.76285 -1.25508
C -0.96391 -2.18835 -1.91787
N -1.84569 -1.71394 -2.46904
H -0.16150 -3.27111 -0.35111
H 0.62554 -3.50137 -1.92849
H -0.06463 3.07043 -2.21643
H 1.35282 3.99223 -2.74486
H 1.04823 2.37392 -3.39592
```

energy above the lowest of the compared OMol25 structures with the same formula, charge and spin: 143.1 kJ/mol
LUMO: 0.57 eV
max |F|: 0.87 eV/Å
gap between HOMO and LUMO: 10.95 eV
total energy: -916.6519 Eh
HOMO level: -10.39 eV

An isolated molecule of C13H18N2O5 at a distorted geometry. Source: OMol25; level of theory: the ωB97M-V functional and the def2-TZVPD basis.

Structure (XYZ):
```
38
Properties=species:S:1:pos:R:3
C 0.19192 2.32684 3.02860
C -0.07130 1.47595 1.66116
C 1.44919 3.17099 2.54711
C 1.49109 4.35584 3.50127
C 0.42387 -0.30005 0.13738
C 1.37348 -1.58122 0.26281
C 0.56070 -0.07474 -1.40035
C -0.70561 -0.84245 -2.13780
C -0.31339 -1.65848 -3.16147
C -2.06026 -0.93891 -1.61949
C -1.21281 -2.52660 -3.88047
C -2.89484 -1.67486 -2.44670
C -2.62939 -2.28679 -3.70525
H 1.72449 1.35047 4.40278
H -0.06146 1.60214 5.18505
H -0.55677 2.99712 3.54772
H 1.44637 3.52362 1.36624
H 3.45882 2.59225 3.28672
H 0.99155 5.21861 3.31659
H 2.61304 4.78028 3.62797
H 1.31633 3.71531 4.39246
H 1.98265 0.84391 1.27223
H -0.62345 -0.77309 0.50168
H 0.51211 1.13382 -1.47401
H 1.55611 -0.11948 -1.75359
H 0.68889 -1.62390 -3.45206
H -2.08094 -0.00018 -0.93346
H -0.70765 -3.13334 -4.61968
H -4.00569 -1.55726 -2.23474
H -4.54251 -2.57378 -4.68896
H 0.25538 -2.70974 -0.91602
N 0.55041 1.26038 4.21375
N 0.93968 0.86247 0.93343
O -1.23736 1.58472 1.25080
O 2.51655 2.11783 2.73009
O 2.34587 -1.72862 1.05711
O -3.45286 -2.87189 -4.60528
O 1.32608 -2.45202 -0.87998
```

energy above the lowest of the compared OMol25 structures with the same formula, charge and spin: 965.7 kJ/mol
LUMO: 0.29 eV
max |F|: 6.95 eV/Å
gap between HOMO and LUMO: 8.82 eV
total energy: -991.5781 Eh
HOMO level: -8.53 eV

An isolated molecule of C13H18N4. Source: OMol25; level of theory: the ωB97M-V functional and the def2-TZVPD basis.

Structure (XYZ):
```
35
Properties=species:S:1:pos:R:3
N 1.97358 -1.03620 -1.87030
C 1.04307 -1.24865 -0.88791
N 1.24005 -2.02159 0.14302
C 0.04694 -2.03588 0.82154
C -0.31048 -2.68820 1.99297
C -1.59834 -2.51426 2.46099
C -2.51794 -1.71586 1.78540
C -2.18126 -1.05876 0.61515
C -0.89196 -1.22354 0.14308
N -0.22663 -0.73166 -0.96268
C -0.77488 0.14123 -1.96344
H -1.82620 0.28952 -1.71035
H -0.72530 -0.34533 -2.94480
C -0.06326 1.51049 -2.04555
N 0.52064 1.88187 -0.78130
C 1.45877 2.98600 -0.84829
C 1.73049 3.27677 0.62297
H 2.11143 4.28343 0.78276
H 2.45864 2.56167 1.00350
C 0.36514 3.04560 1.28726
H 0.47012 2.49276 2.21847
H -0.12995 3.99050 1.50891
C -0.43910 2.24537 0.25132
H -0.88035 1.34604 0.68191
H -1.25135 2.86466 -0.16820
H 2.35657 2.69051 -1.39581
H 1.02091 3.87012 -1.34574
H 0.74271 1.46911 -2.78487
H -0.79374 2.26011 -2.40769
H -2.90711 -0.44417 0.10069
H -3.51669 -1.60709 2.18223
H -1.90492 -3.00843 3.37140
H 0.40287 -3.30773 2.51222
H 2.88214 -1.38087 -1.59734
H 1.99510 -0.09933 -2.24144
```

LUMO: 0.79 eV
max |F|: 0.71 eV/Å
gap between HOMO and LUMO: 8.51 eV
total energy: -725.2185 Eh
HOMO level: -7.72 eV

A structure of composition C13H18N5O2PtS at a distorted geometry. Source: OMol25; level of theory: the ωB97M-V functional and the def2-TZVPD basis.

Structure (XYZ):
```
40
Properties=species:S:1:pos:R:3
Pt -0.19234 0.90039 0.40664
C -1.39111 -0.51246 4.22163
C -1.23966 -0.12303 2.79860
N -0.09082 0.19217 2.27391
N 1.07822 0.07143 2.93045
C 2.06576 -0.17474 2.10239
N 3.28888 -0.41612 2.51534
S 1.73312 -0.26803 0.34299
C -2.33496 -0.21307 1.83178
C -3.63436 -0.57586 2.11652
C -4.51862 -0.78061 1.05918
C -4.08061 -0.62461 -0.24719
C -2.77448 -0.22740 -0.48409
N -1.94258 -0.03173 0.54173
H -0.44720 -0.45885 4.75156
H -1.78339 -1.53143 4.27323
H -2.11560 0.15438 4.69680
H 3.48330 -0.46233 3.50828
H 4.04279 -0.63396 1.88026
H -3.94488 -0.72526 3.14164
H -5.54158 -1.07261 1.25976
H -4.73799 -0.79246 -1.08933
H -2.38863 -0.05853 -1.48126
O 0.92094 2.89935 0.25120
C -0.14654 3.36604 -0.19452
O -1.16051 2.56592 -0.31924
C -0.32472 4.81285 -0.56086
N 1.01525 5.48401 -0.75002
C 0.91126 6.91918 -0.19216
C -0.55374 7.06828 0.19362
C -1.00941 5.65023 0.53130
H -0.87843 4.87478 -1.49832
H 1.29048 5.49653 -1.73323
H 1.73941 4.95984 -0.25132
H 1.24630 7.60115 -0.96845
H 1.59360 6.97390 0.65227
H -1.13224 7.47184 -0.63763
H -0.66631 7.74602 1.03706
H -2.08927 5.52812 0.49337
H -0.65522 5.34447 1.51863
```

energy above the lowest of the compared OMol25 structures with the same formula, charge and spin: 38.1 kJ/mol
LUMO: -12.51 eV
max |F|: 1.44 eV/Å
gap between HOMO and LUMO: 6.02 eV
charge: +3
total energy: -1446.8873 Eh
HOMO level: -18.53 eV

An isolated molecule of C13H18NP at a distorted geometry. Source: OMol25; level of theory: the ωB97M-V functional and the def2-TZVPD basis.

Structure (XYZ):
```
33
Properties=species:S:1:pos:R:3
C -3.43621 -2.42648 0.31191
C -3.64063 -1.66478 -0.79379
C -2.80977 -1.78777 1.39160
C -3.12464 -0.34726 -0.85941
C -2.11675 -0.57974 1.27138
C -2.25609 0.18011 0.12572
C -1.57404 1.48536 0.02199
C -0.87188 3.44332 -0.87730
C -0.26387 3.60704 0.56909
C 2.53851 -2.53873 -0.14001
C 2.69203 -0.99536 -0.26369
C 1.34193 -0.42630 0.27890
C 1.16794 1.07529 0.12855
N -1.86310 2.41370 -0.79462
P -0.16807 1.87116 1.25048
H -3.89193 -3.37486 0.24881
H -4.25300 -2.23849 -1.49188
H -2.71040 -2.28298 2.44710
H -3.22080 0.38064 -1.59761
H -1.49029 -0.24886 2.05454
H -1.38054 4.33552 -1.21616
H -0.15831 3.14735 -1.70196
H 0.77238 4.15129 0.38705
H -0.77178 4.07843 1.36865
H 2.22921 -2.69654 0.81259
H 1.84927 -2.99466 -0.93972
H 3.62104 -2.86393 -0.23705
H 2.70232 -0.59531 -1.23428
H 3.44293 -0.44161 0.20438
H 0.40118 -0.75407 -0.20341
H 1.33822 -0.92580 1.31963
H 2.17046 1.39650 0.53611
H 0.85070 1.48691 -0.78269
```

energy above the lowest of the compared OMol25 structures with the same formula, charge and spin: 273.9 kJ/mol
LUMO: 0.37 eV
max |F|: 5.18 eV/Å
gap between HOMO and LUMO: 9.16 eV
total energy: -902.1605 Eh
HOMO level: -8.79 eV